The following is a quantum chemistry calculation of a cluster of 5 separate species, C3H15N2O2 in total in a non-equilibrium geometry, from the OMol25 dataset.

XYZ file:
```
22
Properties=species:S:1:pos:R:3:forces:R:3:lowdin_charge:R:1
C 1.0092 -0.4871 0.2066 -0.18 0.14 0.93 -0.13
C 1.8799 0.0134 1.2800 0.70 -0.64 -0.62 -0.09
C 2.4326 -0.0672 -0.1929 -1.68 0.32 -0.18 -0.02
N 1.1986 2.4464 -0.0649 -0.23 -0.81 -0.56 0.22
N -0.6016 2.6449 1.8325 -0.39 0.71 0.20 0.13
H 0.7386 -1.5322 0.1581 0.22 -0.06 -0.29 0.11
H 0.2135 0.2136 0.0024 -0.09 -0.12 -0.30 0.09
H 1.5989 0.9895 1.6104 0.31 0.26 0.40 0.06
H 2.5099 -0.5745 1.9388 -0.30 -0.19 0.09 0.13
H 2.6745 0.9202 -0.6372 0.12 0.23 0.39 0.10
H 2.8692 -0.9221 -0.6911 0.58 0.16 0.15 0.12
H 0.0669 2.7084 1.0092 0.19 -0.59 0.43 -0.03
H 0.5880 2.7937 -0.8201 0.53 0.32 -0.17 0.08
H 1.9475 3.1186 0.1609 -0.32 0.36 -0.25 0.09
H -0.9341 3.5985 1.9964 0.16 -0.01 0.15 0.06
H -1.4562 2.1397 1.5889 0.31 -0.16 -0.39 0.06
H -2.1746 -3.4395 -1.2521 0.07 0.12 0.04 -0.01
H -1.9760 -4.0343 0.1447 0.03 -0.08 0.02 0.03
O -1.5697 -3.4425 -0.4935 0.03 0.08 0.02 -0.08
H -3.5366 -2.4140 -3.3706 -0.01 -0.08 0.04 0.06
H -3.9845 -1.9996 -1.9624 -0.02 -0.06 -0.05 0.05
O -3.4940 -2.6738 -2.4441 -0.03 0.11 -0.05 -0.05
```
Forces are in eV/Å.

Computed properties:
LUMO = -9.239 eV
2S+1 = 1
gap between HOMO and LUMO = 4.1 eV
max |F| = 1.7 eV Å⁻¹
charge = +1

---

The following is a quantum chemistry calculation of a structure of composition C6H12O in a non-equilibrium geometry, from the OMol25 dataset.

XYZ file:
```
19
Properties=species:S:1:pos:R:3:forces:R:3:lowdin_charge:R:1
C 2.8592 0.7565 0.1381 0.00 0.00 0.01 -0.08
C 1.9535 -0.3303 -0.4138 0.24 -0.05 -0.13 -0.30
O 0.7338 -0.2606 0.2846 0.04 0.08 0.04 -0.17
C -0.2550 -1.1901 -0.1151 -0.52 0.04 -0.10 -0.26
C -1.6141 -0.7184 0.3999 -0.80 3.18 -0.61 -0.04
C -2.7653 0.0406 -0.4753 0.83 -1.61 0.59 -0.24
C -2.1141 1.1913 0.1053 0.96 -1.01 0.63 -0.04
H 3.8235 0.7609 -0.3801 -0.13 -0.02 0.06 0.07
H 2.3914 1.7387 0.0156 0.06 -0.15 0.00 0.08
H 3.0356 0.5954 1.2059 -0.01 0.01 -0.15 0.08
H 2.4244 -1.3202 -0.2959 -0.08 0.09 0.01 0.12
H 1.7808 -0.1756 -1.4932 0.00 -0.05 0.15 0.12
H -0.1778 -1.3965 -1.1965 -0.28 0.37 0.10 0.12
H -0.0789 -2.1807 0.3791 -0.05 0.57 -0.23 0.13
H -1.5780 -0.9072 1.4813 -1.26 0.43 -0.46 0.09
H -2.5684 -0.1211 -1.5309 -0.14 -0.14 -0.01 0.10
H -3.8225 -0.0897 -0.2172 0.46 -0.39 0.00 0.10
H -1.3945 1.7831 -0.4558 0.05 -0.49 0.04 0.07
H -2.6665 1.8000 0.8428 0.61 -0.87 0.06 0.08
```
Forces are in eV/Å.

Computed properties:
LUMO = 1.147 eV
2S+1 = 1
gap between HOMO and LUMO = 9.4 eV
max |F| = 3.3 eV Å⁻¹

---

The following is a quantum chemistry calculation of a cluster of 5 separate species, C29H69FP in total in a non-equilibrium geometry, from the OMol25 dataset.

XYZ file:
```
100
Properties=species:S:1:pos:R:3:forces:R:3:lowdin_charge:R:1
C 0.1327 -3.4549 0.6886 -0.49 0.61 1.15 -0.14
C -0.2903 -3.1730 1.9802 0.87 0.70 -2.43 -0.37
P -0.6838 -4.4362 3.3636 -0.40 -0.84 -0.01 0.22
C 0.9417 -4.0723 4.3058 0.84 0.54 1.44 -0.41
C 1.3564 -2.5345 4.3667 1.56 -0.83 0.63 -0.26
C 2.5952 -2.3251 3.3923 -1.70 -0.64 -0.22 -0.21
F 3.8233 -2.4993 4.0970 -0.80 0.54 -0.53 -0.12
H 0.4575 -2.6321 -0.0237 -0.65 -0.94 0.80 0.02
H 0.1594 -4.4957 0.2437 0.18 1.13 0.90 0.04
H -0.4356 -2.0711 2.2392 0.40 -1.24 -0.42 0.05
H -0.0563 -5.5186 2.5896 0.11 0.13 -0.36 -0.06
H -1.0527 -5.4656 4.3443 -0.01 -0.01 0.32 -0.09
H -1.3202 -3.3977 4.1959 0.02 0.35 -0.02 -0.05
H -1.9702 -4.6853 2.7122 -0.21 -0.06 -0.16 -0.08
H 1.8302 -4.6965 3.9542 -1.02 0.79 0.22 0.07
H 0.7676 -4.4005 5.3860 -0.05 0.24 -1.32 0.06
H 0.5121 -1.8102 4.2043 0.75 -0.85 -0.11 0.08
H 1.7468 -2.3301 5.4195 -0.39 0.01 -1.28 0.10
H 2.5165 -1.3268 2.8774 0.73 -0.80 0.58 0.08
H 2.5378 -3.1625 2.6282 0.27 1.24 0.72 0.10
C 0.5790 2.4000 -2.8887 0.13 -0.06 0.05 -0.11
C 0.4811 1.2300 -3.8595 -0.05 0.05 -0.08 -0.27
C -0.9579 0.7942 -4.1404 0.00 -0.07 -0.04 -0.23
C -1.7292 0.2826 -2.9205 0.05 0.09 0.06 -0.23
C -1.0853 -0.8997 -2.1973 -0.23 -0.08 0.02 -0.27
C -0.9748 -2.1472 -3.0655 0.16 -0.02 0.10 -0.10
H 0.1702 2.1453 -1.9083 0.01 0.04 -0.03 0.06
H 1.6237 2.6870 -2.7453 -0.05 0.05 0.03 0.06
H 0.0381 3.2686 -3.2730 -0.01 -0.01 0.05 0.07
H 1.0688 0.3880 -3.4805 -0.06 0.00 -0.01 0.10
H 0.9465 1.5225 -4.8067 -0.01 -0.05 0.02 0.10
H -0.9470 0.0226 -4.9171 -0.02 0.01 0.04 0.10
H -1.5072 1.6412 -4.5670 0.03 0.00 0.00 0.11
H -2.7372 -0.0025 -3.2437 0.03 -0.01 0.02 0.11
H -1.8653 1.1009 -2.2053 0.00 -0.01 -0.05 0.10
H -1.6942 -1.1425 -1.3199 0.13 0.04 -0.02 0.11
H -0.0966 -0.6274 -1.8158 -0.03 0.03 0.01 0.09
H -1.9608 -2.4662 -3.4151 0.03 0.00 -0.04 0.06
H -0.5358 -2.9663 -2.4919 -0.06 0.00 -0.05 0.06
H -0.3385 -1.9741 -3.9367 -0.04 -0.04 -0.03 0.07
C -5.5249 -3.4864 -4.8128 -0.14 -0.06 -0.07 -0.11
C -5.8296 -4.2728 -3.5439 0.06 0.06 0.06 -0.27
C -4.5753 -4.6910 -2.7756 -0.05 -0.07 0.07 -0.22
C -3.6329 -5.6310 -3.5327 0.02 0.09 -0.09 -0.23
C -4.2653 -6.9395 -4.0062 0.15 -0.07 0.07 -0.28
C -4.7591 -7.8174 -2.8614 -0.09 -0.05 -0.13 -0.11
H -4.9478 -4.0797 -5.5258 0.01 0.06 0.02 0.06
H -6.4534 -3.1895 -5.3068 0.07 0.04 -0.03 0.07
H -4.9595 -2.5806 -4.5805 0.03 -0.03 -0.04 0.07
H -6.4375 -5.1492 -3.7913 0.04 0.00 0.02 0.10
H -6.4472 -3.6509 -2.8880 0.02 -0.06 0.00 0.10
H -4.8791 -5.1581 -1.8338 0.06 0.03 -0.03 0.11
H -4.0156 -3.7918 -2.4970 -0.02 -0.03 0.01 0.10
H -2.7812 -5.8612 -2.8834 -0.05 0.00 -0.03 0.11
H -3.2148 -5.1082 -4.3997 0.00 0.00 0.04 0.10
H -3.5150 -7.5012 -4.5743 -0.06 0.07 -0.01 0.10
H -5.0880 -6.7417 -4.7004 0.02 0.04 0.01 0.10
H -3.9400 -8.0684 -2.1834 -0.06 0.04 0.02 0.08
H -5.1746 -8.7493 -3.2522 0.01 0.00 0.08 0.07
H -5.5432 -7.3218 -2.2858 0.04 -0.03 0.03 0.07
C 5.3016 2.8676 -1.1228 -0.11 0.08 -0.10 -0.12
C 4.5099 3.3336 0.0923 0.08 0.02 0.09 -0.28
C 4.5755 2.3580 1.2683 -0.09 0.03 0.03 -0.22
C 3.9838 0.9721 0.9953 0.06 -0.02 -0.08 -0.22
C 2.5205 0.9671 0.5528 -0.01 -0.17 0.11 -0.26
C 1.5734 1.5299 1.6058 -0.06 0.03 -0.15 -0.10
H 4.9131 1.9274 -1.5203 0.05 0.02 0.02 0.07
H 5.2436 3.6116 -1.9210 0.06 -0.06 -0.01 0.07
H 6.3546 2.7251 -0.8676 -0.02 -0.05 -0.02 0.07
H 3.4695 3.5174 -0.1951 0.01 -0.04 0.04 0.09
H 4.9092 4.2996 0.4194 -0.05 -0.01 0.00 0.10
H 4.0697 2.8093 2.1285 0.01 -0.03 -0.02 0.09
H 5.6222 2.2342 1.5671 -0.02 0.02 -0.01 0.11
H 4.0832 0.3697 1.9049 -0.03 0.01 -0.05 0.10
H 4.5831 0.4631 0.2331 0.00 0.02 0.05 0.10
H 2.2262 -0.0669 0.3398 0.04 0.07 -0.01 0.10
H 2.3979 1.5182 -0.3853 0.04 0.00 0.00 0.08
H 1.6430 0.9604 2.5361 -0.02 0.05 -0.01 0.07
H 0.5414 1.4771 1.2512 0.00 0.00 0.10 0.07
H 1.7954 2.5768 1.8241 0.01 -0.02 0.03 0.04
C 1.6704 4.6983 4.4212 -0.13 -0.01 0.08 -0.10
C 0.7834 5.0522 3.2347 0.06 -0.04 -0.06 -0.27
C 1.4620 5.9827 2.2286 -0.09 0.01 -0.05 -0.22
C 1.8511 7.3585 2.7770 0.08 -0.07 0.08 -0.23
C 0.6968 8.1733 3.3595 0.08 0.15 -0.10 -0.27
C -0.3752 8.5177 2.3315 -0.08 -0.01 0.15 -0.12
H 1.9403 5.5840 5.0014 0.03 -0.04 -0.02 0.06
H 1.1492 4.0118 5.0919 0.10 0.00 -0.01 0.07
H 2.5900 4.2121 4.0859 0.00 0.02 0.03 0.07
H -0.1527 5.4924 3.5935 0.03 0.02 -0.04 0.10
H 0.5053 4.1282 2.7198 -0.04 0.08 0.02 0.09
H 0.8028 6.1064 1.3632 0.04 0.01 0.02 0.10
H 2.3663 5.4935 1.8491 -0.02 -0.01 0.01 0.10
H 2.3204 7.9319 1.9693 -0.03 0.01 0.03 0.11
H 2.6216 7.2401 3.5460 -0.02 -0.02 -0.04 0.10
H 1.1019 9.1081 3.7637 -0.02 -0.09 0.02 0.10
H 0.2418 7.6482 4.2045 0.05 -0.03 -0.03 0.10
H 0.0509 9.0881 1.5021 -0.03 -0.05 0.00 0.07
H -1.1597 9.1225 2.7920 0.00 -0.01 -0.09 0.07
H -0.8453 7.6196 1.9266 0.01 0.04 -0.03 0.07
```
Forces are in eV/Å.

Computed properties:
LUMO = 2.285 eV
2S+1 = 1
gap between HOMO and LUMO = 5.7 eV
max |F| = 2.7 eV Å⁻¹
charge = -1